(1)
C3H5NO3 | ωB97M-V with the def2-TZVPD basis set

```
12
Properties=species:S:1:pos:R:3:mulliken_charge:R:1
C 1.48 2.36 -1.01 -0.213
N 0.92 1.17 -1.27 -0.311
O 0.04 0.99 -0.13 -0.138
C -0.36 -0.36 0.01 0.672
O -0.77 -0.88 -1.04 -0.506
O -0.66 -0.66 1.30 -0.345
C -0.67 -2.26 1.72 -0.456
H 1.64 2.98 -0.17 0.326
H 2.35 2.63 -1.99 0.212
H 0.17 -2.78 1.07 0.274
H -1.75 -2.58 1.71 0.257
H -0.36 -2.38 2.91 0.229
```

Summary:
Energy relative to the best compared isomer or geometry (same formula, charge and spin) in eV: 6.141
Maximum force in eV/Å: 8.15
SMILES: C=NOC(=O)OC

***

(2)
C3H5NO3 | ωB97M-V with the def2-TZVPD basis set

```
12
Properties=species:S:1:pos:R:3:mulliken_charge:R:1
N 0.93 0.55 -1.44 -0.387
C 0.16 0.23 -0.41 0.571
O -1.02 0.82 -0.25 -0.474
C 0.68 -0.23 0.95 -0.474
O -0.56 -0.44 1.60 -0.383
C -1.41 -0.52 0.46 0.283
O -0.96 -1.33 -0.45 -0.659
H 1.85 0.13 -1.53 0.239
H 0.47 0.82 -2.30 0.256
H 1.28 -1.14 0.88 0.295
H 1.23 0.57 1.46 0.339
H -2.46 -0.50 0.78 0.394
```

Summary:
Energy relative to the best compared isomer or geometry (same formula, charge and spin) in eV: 3.008
Maximum force in eV/Å: 0.55

***

(3)
C3H5NO3 | ωB97M-V with the def2-TZVPD basis set

```
12
Properties=species:S:1:pos:R:3:mulliken_charge:R:1
O 1.94 0.43 2.31 -0.454
C 1.47 0.05 1.27 0.042
C 0.57 0.92 0.40 -0.400
N 0.24 0.23 -0.84 -0.175
C -0.96 -0.40 -1.06 0.543
O -1.20 -1.12 -2.00 -0.550
O -1.93 -0.04 -0.14 -0.477
H 1.62 -0.98 0.90 0.337
H -0.32 1.15 0.97 0.289
H 1.01 1.88 0.12 0.324
H 0.92 0.02 -1.52 0.193
H -2.20 -0.79 0.40 0.327
```

Summary:
Energy relative to the best compared isomer or geometry (same formula, charge and spin) in eV: 1.190
Maximum force in eV/Å: 1.92
SMILES: O=CCNC(=O)O

***

(4)
C3H5NO4 | ωB97M-V with the def2-TZVPD basis set

```
13
Properties=species:S:1:pos:R:3:mulliken_charge:R:1
C -1.09 1.73 0.66 -0.636
C 0.45 -1.67 -1.70 -0.177
C -0.05 1.19 1.28 -0.057
N 0.92 0.35 0.69 0.930
O 0.92 0.43 -0.53 -0.591
O 1.59 -0.42 1.36 -0.550
O -0.18 -2.14 -0.74 0.072
O -1.27 -1.61 -0.28 -0.535
H -1.15 1.52 -0.36 0.308
H -1.69 2.38 1.27 0.263
H 1.45 -2.05 -1.73 0.273
H 0.02 -0.95 -2.27 0.352
H 0.08 1.25 2.35 0.347
```

Summary:
Energy relative to the best compared isomer or geometry (same formula, charge and spin) in eV: 9.860
Maximum force in eV/Å: 3.22

***

(5)
C3H5NO4 | ωB97M-V with the def2-TZVPD basis set

```
13
Properties=species:S:1:pos:R:3:mulliken_charge:R:1
C 0.05 1.60 0.56 -0.642
C 0.18 0.31 -0.09 0.846
C -0.95 -0.56 -0.63 -0.622
N 1.41 -0.53 0.12 0.935
O 2.36 0.01 0.64 -0.361
O 1.37 -1.69 -0.21 -0.714
O 0.32 1.52 -0.84 -0.437
O -1.43 -1.46 0.38 -0.539
H -1.04 1.94 0.68 0.224
H 0.79 2.07 1.24 0.275
H -0.60 -1.21 -1.41 0.325
H -1.65 0.22 -0.96 0.348
H -0.81 -2.21 0.51 0.360
```

Summary:
Energy relative to the best compared isomer or geometry (same formula, charge and spin) in eV: 4.928
Maximum force in eV/Å: 8.80
Expectation value of S²: 2.007
2S+1: 3

***

(6)
C3H5NO6S | ωB97M-V with the def2-TZVPD basis set

```
16
Properties=species:S:1:pos:R:3:mulliken_charge:R:1
C 3.21 -1.13 0.31 0.773
C -0.46 0.18 0.57 -0.179
C 0.55 1.00 -0.76 0.577
N 0.48 2.31 -0.80 -0.369
O 2.56 -2.06 0.15 -0.373
O 3.89 -0.25 0.68 -0.400
O -2.01 -1.72 -0.88 -0.555
O -1.89 -1.35 1.63 -0.466
O -1.66 0.92 0.90 -0.606
O 1.36 0.34 -1.40 -0.615
S -0.80 -1.47 0.43 0.570
H -0.15 2.89 -0.29 0.220
H 0.96 2.67 -1.64 0.274
H -2.38 0.63 0.35 0.335
H -1.90 -2.60 -1.22 0.320
H -1.76 -0.37 1.96 0.493
```

Summary:
Energy relative to the best compared isomer or geometry (same formula, charge and spin) in eV: 2.806
Maximum force in eV/Å: 5.19

***

(7)
C3H5NOS | ωB97M-V with the def2-TZVPD basis set

```
11
Properties=species:S:1:pos:R:3:mulliken_charge:R:1
S 2.79 -0.21 0.03 -0.332
C 1.15 -0.24 0.00 0.061
C 0.12 0.90 -0.13 -0.376
C -1.22 0.28 0.18 -0.333
O -0.95 -1.11 -0.16 -0.294
N 0.39 -1.36 0.15 -0.121
H 0.15 1.19 -1.15 0.231
H 0.38 1.78 0.47 0.328
H -2.06 0.65 -0.33 0.311
H -1.46 0.34 1.23 0.236
H 0.72 -2.23 -0.28 0.288
```

Summary:
Energy relative to the best compared isomer or geometry (same formula, charge and spin) in eV: 2.438
Maximum force in eV/Å: 2.63
SMILES: S=C1CCON1

***

(8)
C3H5NOS | ωB97M-V with the def2-TZVPD basis set

```
11
Properties=species:S:1:pos:R:3:mulliken_charge:R:1
C 1.05 0.09 -1.45 -0.669
C 0.72 -0.87 -0.61 -0.179
C -0.27 -0.61 0.45 0.575
O -0.60 -1.37 1.29 -0.525
N -0.85 0.66 0.38 -0.378
S -2.06 0.98 1.50 -0.171
H 1.73 -0.11 -2.25 0.274
H 0.54 1.08 -1.47 0.228
H 1.21 -1.80 -0.70 0.383
H -0.20 1.44 0.30 0.315
H -1.28 0.51 2.54 0.146
```

Summary:
Energy relative to the best compared isomer or geometry (same formula, charge and spin) in eV: 1.598
Maximum force in eV/Å: 2.02
SMILES: C=CC(=O)NS

***

(9)
C3H5NOS | ωB97M-V with the def2-TZVPD basis set

```
11
Properties=species:S:1:pos:R:3:mulliken_charge:R:1
C 0.38 -1.67 0.52 -0.505
C -0.70 -0.92 0.28 -0.202
O -0.79 -0.41 -1.00 -0.243
C -0.42 0.81 -1.02 0.063
N -0.39 1.83 -0.17 -0.197
S -0.48 1.84 1.48 -0.367
H 1.19 -1.60 -0.26 0.190
H 0.56 -2.29 1.44 0.254
H -1.59 -0.92 0.89 0.425
H -0.51 1.16 -2.00 0.322
H -0.50 2.72 -0.65 0.261
```

Summary:
Energy relative to the best compared isomer or geometry (same formula, charge and spin) in eV: 3.772
Maximum force in eV/Å: 5.19
SMILES: C=CO/C=[NH+]\[S-]

***

(10)
C3H5NOS | ωB97M-V with the def2-TZVPD basis set

```
11
Properties=species:S:1:pos:R:3:mulliken_charge:R:1
C 2.22 0.09 -0.02 -0.979
C 0.72 0.35 0.06 0.486
N 0.12 1.41 -0.08 -0.338
O -1.18 1.19 -0.01 -0.178
C -1.62 -0.22 0.08 -0.290
S -0.16 -1.23 -0.04 -0.141
H 2.36 -0.65 0.83 0.308
H 2.33 -0.42 -0.88 0.330
H 3.07 0.90 0.35 0.272
H -2.41 -0.35 -0.87 0.278
H -2.05 -0.49 1.14 0.251
```

Summary:
Energy relative to the best compared isomer or geometry (same formula, charge and spin) in eV: 3.997
Maximum force in eV/Å: 6.87
SMILES: CC1=NOCS1

***

(11)
C3H5NOS | ωB97M-V with the def2-TZVPD basis set

```
11
Properties=species:S:1:pos:R:3:mulliken_charge:R:1
C -0.59 0.26 1.11 -0.275
C 1.07 -0.98 -0.31 -1.070
C -0.30 -0.43 -0.02 -0.156
N -0.35 1.42 -1.23 0.175
O -1.14 2.09 -0.70 -0.130
S -1.99 1.21 1.10 -0.209
H 0.15 0.46 1.87 0.322
H 1.03 -1.70 -1.12 0.303
H 1.50 -1.45 0.57 0.340
H 1.73 -0.17 -0.61 0.280
H -1.10 -0.72 -0.68 0.418
```

Summary:
Energy relative to the best compared isomer or geometry (same formula, charge and spin) in eV: 4.503
Maximum force in eV/Å: 2.84

***

(12)
C3H5NOS2 | ωB97M-V with the def2-TZVPD basis set

```
12
Properties=species:S:1:pos:R:3:mulliken_charge:R:1
C -1.31 1.02 -0.27 -0.713
N -0.27 0.09 -0.01 0.024
S -0.83 -1.47 -0.27 -0.273
C 1.13 0.43 0.08 0.796
O 1.70 1.47 -0.05 -0.502
C 1.70 -0.83 0.21 -0.436
S 3.43 -0.66 -0.29 -0.121
H -1.03 2.23 -0.67 0.252
H -2.11 1.07 0.61 0.269
H -2.00 0.31 -0.99 0.260
H -1.45 -1.94 0.86 0.175
H 1.05 -1.73 0.79 0.270
```

Summary:
Energy relative to the best compared isomer or geometry (same formula, charge and spin) in eV: 5.366
Maximum force in eV/Å: 8.67
SMILES: CN(S)C(=O)C=S

***

Q: Which value of energy relative to the best compared isomer or geometry (same formula, charge and spin) does entry 10 give?
A: 3.997 eV

***

Please write out number 9 again, unchanged.
C3H5NOS | ωB97M-V with the def2-TZVPD basis set

```
11
Properties=species:S:1:pos:R:3:mulliken_charge:R:1
C 0.38 -1.67 0.52 -0.505
C -0.70 -0.92 0.28 -0.202
O -0.79 -0.41 -1.00 -0.243
C -0.42 0.81 -1.02 0.063
N -0.39 1.83 -0.17 -0.197
S -0.48 1.84 1.48 -0.367
H 1.19 -1.60 -0.26 0.190
H 0.56 -2.29 1.44 0.254
H -1.59 -0.92 0.89 0.425
H -0.51 1.16 -2.00 0.322
H -0.50 2.72 -0.65 0.261
```

Summary:
Energy relative to the best compared isomer or geometry (same formula, charge and spin) in eV: 3.772
Maximum force in eV/Å: 5.19
SMILES: C=CO/C=[NH+]\[S-]